Record 1
Computed, not measured: C3H6Li2O4 as an isolated structure in a non-equilibrium geometry, with ωB97M-V/def2-TZVPD.

The geometry in ORCA input format:
```
! RIJCOSX wB97M-V def2-TZVPD def2/J DEFGRID3
* xyz 0 1
O 1.422 -1.142 -0.113
C 0.691 -0.080 -0.321
O -0.530 -0.116 -0.443
O 1.381 1.005 -0.088
C 0.656 2.243 0.029
H 0.657 2.692 -0.975
H -0.120 1.989 0.766
H 0.839 3.205 0.673
C 0.760 -2.375 0.171
H 1.553 -3.118 0.285
H 0.185 -2.295 1.102
O -3.243 0.434 0.276
Li -2.296 -1.002 0.023
Li -2.052 1.209 -0.728
H 0.095 -2.649 -0.657
*
```

Calculated values
Total energy (eV): -11805.988
Highest occupied orbital energy (spin up / spin down) (Eh): -0.2079 / -0.2080
HOMO-LUMO gap (spin up / spin down) (eV): 5.56 / 5.56
Maximum force (eV/A): 3.2
Energy relative to the best compared isomer or geometry (same formula, charge and spin) (kcal per mole): 81.1

***

Record 2
Computed, not measured: a 2-piece molecular cluster, C3H6N overall in a non-equilibrium geometry, with ωB97M-V/def2-TZVPD.

The geometry in ORCA input format:
```
! RIJCOSX wB97M-V def2-TZVPD def2/J DEFGRID3
* xyz 1 1
C -0.634 1.409 -1.373
C -1.098 0.155 -1.665
C -0.600 0.398 -0.439
N 0.864 -0.787 1.513
H -0.223 2.354 -1.355
H -1.444 -0.550 -2.383
H -0.159 -0.070 0.503
H 1.287 -1.450 0.949
H 0.225 -1.038 2.240
H 1.782 -0.421 2.008
*
```

Calculated values
Total energy (eV): -4687.689
Highest occupied orbital energy (Eh): -0.5520
HOMO-LUMO gap (eV): 10.29
Maximum force (eV/A): 5.0
Energy relative to the best compared isomer or geometry (same formula, charge and spin) (kcal per mole): 56.0

***

Record 3
Computed, not measured: one molecule with the formula C3H6N2 in a non-equilibrium geometry, with ωB97M-V/def2-TZVPD.

The geometry in ORCA input format:
```
! RIJCOSX wB97M-V def2-TZVPD def2/J DEFGRID3
* xyz 0 1
C 2.105 -0.074 -0.149
N 1.015 -0.779 -0.004
N -0.171 -0.270 -0.629
C -1.449 -0.780 -0.041
C -0.934 0.667 0.032
H 2.458 1.055 -0.548
H 2.953 -0.315 0.542
H -1.425 -1.009 1.042
H -2.332 -0.842 -0.747
H -1.462 1.260 -0.576
H -0.758 1.089 1.076
*
```

Calculated values
Total energy (eV): -6183.979
Highest occupied orbital energy (Eh): -0.3289
HOMO-LUMO gap (eV): 10.03
Maximum force (eV/A): 3.8
SMILES: C=NN1CC1
Energy relative to the best compared isomer or geometry (same formula, charge and spin) (kcal per mole): 105.3